Record 1
{"formula": "C21H21F3N2", "method": "the ωB97M-V functional and the def2-TZVPD basis", "total_charge": 0, "lumo_ha": 0.0154, "de_lowest_kcal_mol": 0.0, "e_homo_ev": -8.99, "elements": ["N", "C", "C", "C", "C", "C", "C", "C", "F", "F", "F", "C", "C", "C", "C", "C", "C", "C", "C", "C", "N", "C", "C", "C", "C", "C", "H", "H", "H", "H", "H", "H", "H", "H", "H", "H", "H", "H", "H", "H", "H", "H", "H", "H", "H", "H", "H"], "xyz": [[3.0025, 0.4290, 0.2307], [1.9312, -0.0378, 0.3306], [0.6817, -0.7692, 0.5160], [0.6306, -1.9429, -0.5749], [-0.1199, -3.0917, -0.2746], [-0.2251, -4.1700, -1.1543], [0.4895, -4.1563, -2.3446], [0.2412, -5.2652, -3.3528], [0.5126, -4.8867, -4.6360], [-1.0635, -5.6917, -3.3289], [1.0146, -6.3717, -3.0995], [1.4105, -3.1403, -2.5808], [1.4854, -2.0482, -1.6854], [-0.4277, 0.2674, 0.5604], [-0.3900, 1.0194, -0.7661], [0.3131, 2.2110, -0.9397], [0.1858, 2.9334, -2.1308], [-0.4978, 2.3665, -3.2160], [-1.0973, 1.1145, -3.0765], [-1.1157, 0.4778, -1.8347], [-0.2177, 1.2158, 1.6797], [-0.3406, 0.6417, 3.0206], [0.2601, 1.6034, 4.0566], [-0.3591, 3.0026, 4.0305], [-0.4904, 3.4900, 2.5899], [-1.0754, 2.4244, 1.6640], [0.7638, -1.3291, 1.4590], [-0.5819, -3.1593, 0.7148], [-0.8572, -5.0197, -0.9157], [2.0655, -3.2033, -3.4440], [2.2774, -1.3140, -1.8648], [-1.4652, -0.1339, 0.6399], [0.9157, 2.5944, -0.0938], [0.6510, 3.9227, -2.2034], [-0.5470, 2.9106, -4.1607], [-1.5513, 0.6117, -3.9340], [-1.6617, -0.4507, -1.6634], [0.1267, -0.3461, 3.1039], [-1.4227, 0.5411, 3.2540], [1.3329, 1.7027, 3.8464], [0.1599, 1.1844, 5.0663], [-1.3423, 3.0138, 4.5184], [0.2746, 3.7043, 4.5831], [-1.1155, 4.3883, 2.5339], [0.5012, 3.7688, 2.2090], [-1.1740, 2.8481, 0.6583], [-2.0887, 2.1399, 2.0096]], "forces_ev_per_a": [[-2.76, -1.04, 0.12], [3.39, 0.87, 0.20], [0.60, -1.83, -0.75], [0.39, -0.27, 0.48], [-0.16, 0.19, 0.28], [-0.03, 0.40, 0.26], [-0.17, -0.03, -0.32], [0.07, -0.63, -0.32], [-0.19, -0.23, 1.08], [1.18, 0.40, -0.01], [-0.64, 0.86, -0.22], [-0.33, 0.41, 0.65], [0.13, -0.02, -0.39], [-1.31, 1.54, -0.05], [-0.54, -0.13, -0.41], [0.16, 0.36, 0.16], [0.17, -0.37, 0.04], [0.20, 0.13, 0.30], [-0.14, -0.17, -0.06], [0.50, 0.40, 0.14], [0.27, -0.02, -0.18], [-0.40, 0.41, 0.20], [0.35, -0.06, 0.18], [-0.08, 0.02, -0.25], [0.02, 0.05, -0.17], [-0.03, -0.23, -0.04], [-0.02, 0.33, -0.10], [-0.19, 0.07, -0.43], [0.05, 0.17, 0.03], [-0.10, 0.19, 0.11], [-0.51, -0.02, 0.07], [0.64, -0.52, -0.06], [-0.44, -0.18, -0.70], [-0.15, -0.46, -0.11], [-0.01, -0.24, 0.24], [-0.03, 0.34, 0.26], [0.11, 0.17, -0.27], [-0.03, 0.27, -0.09], [0.19, -0.33, 0.02], [-0.12, -0.12, 0.02], [0.04, -0.06, -0.22], [0.08, -0.14, -0.10], [-0.10, -0.15, 0.07], [0.05, -0.09, 0.04], [-0.13, -0.08, 0.00], [0.01, -0.31, 0.38], [0.05, 0.13, -0.09]]}

Record 2
{"formula": "C21H21FFeN7O4S5Sb", "method": "the ωB97M-V functional and the def2-TZVPD basis", "s2": 6.361, "spin_multiplicity": 5, "total_charge": -2, "lumo_ha": [0.1106, 0.1504], "e_homo_ev": [-0.87, -2.36], "elements": ["Fe", "S", "Sb", "S", "S", "S", "C", "C", "N", "C", "C", "C", "C", "C", "C", "C", "C", "N", "C", "N", "H", "H", "H", "H", "H", "H", "H", "H", "H", "S", "C", "N", "C", "C", "C", "N", "H", "H", "H", "H", "H", "H", "H", "H", "F", "C", "C", "N", "C", "C", "O", "O", "C", "O", "N", "C", "O", "H", "H", "H", "H"], "xyz": [[0.9637, -0.6679, 0.4180], [4.8848, 1.2174, 2.2236], [3.8531, -0.7667, 1.8360], [3.0925, -0.7337, -0.4570], [1.6176, -0.6930, 2.6128], [4.7603, -2.8143, 2.2191], [1.4051, 3.3015, -1.3825], [1.4726, 1.9430, -1.1183], [0.8314, 1.4032, -0.0749], [0.0989, 2.1836, 0.7319], [-0.0543, 3.5728, 0.5370], [0.6497, 4.1064, -0.5636], [-0.7564, 4.4903, 1.3909], [-1.7300, 4.3691, 2.3780], [-2.6784, 3.3846, 2.7008], [-3.4955, 3.5382, 3.8637], [-4.4349, 2.5992, 4.1456], [-4.6494, 1.4972, 3.3758], [-3.8589, 1.4301, 2.3147], [-2.9181, 2.2796, 1.9164], [1.9543, 3.7098, -2.2213], [2.0881, 1.2765, -1.7019], [-0.3797, 1.6848, 1.5638], [0.5857, 5.1735, -0.7505], [-0.3769, 5.5043, 1.2823], [-1.8306, 5.2581, 2.9971], [-3.3511, 4.3929, 4.5134], [-5.0651, 2.6924, 5.0255], [-3.9881, 0.5569, 1.6772], [-1.4229, -0.7896, 0.5999], [-1.8018, 0.1661, -0.7958], [-1.4686, -0.2830, -2.0012], [-1.7362, 0.4720, -3.2123], [-1.7161, 1.9617, -2.9059], [-2.6566, 2.2511, -1.7479], [-2.4109, 1.3283, -0.6524], [-0.9235, -1.1571, -2.0484], [-2.7129, 0.1915, -3.6244], [-0.9792, 0.2050, -3.9490], [-2.0189, 2.5337, -3.7848], [-0.7040, 2.2618, -2.6319], [-3.7016, 2.1851, -2.0702], [-2.4917, 3.2588, -1.3633], [-2.5208, 1.6918, 0.3161], [5.5104, -4.0728, -0.8834], [4.3672, -4.7103, -0.6061], [3.2027, -4.2759, -1.0852], [2.0134, -4.9325, -0.8389], [0.7969, -4.4893, -1.5054], [0.6037, -2.9778, -1.4092], [0.2134, -2.3627, -2.4187], [0.8118, -2.5178, -0.2563], [1.9641, -6.0444, -0.0329], [0.9481, -6.6784, 0.1969], [3.1893, -6.4431, 0.4618], [4.4484, -5.8907, 0.2352], [5.4489, -6.4092, 0.6789], [3.1419, -3.3649, -1.6648], [-0.0345, -4.9642, -0.9890], [0.7903, -4.7986, -2.5505], [3.1594, -7.2343, 1.0851]], "forces_ev_per_a": [[-0.02, -0.01, -0.44], [0.13, -0.11, 0.04], [0.47, -0.08, 0.23], [-0.03, 0.00, 0.25], [-0.23, 0.00, -0.18], [0.10, 0.15, 0.13], [0.02, -0.06, -0.02], [0.06, 0.02, 0.02], [-0.27, 0.38, 0.05], [0.08, -0.03, -0.15], [-0.01, 0.10, -0.03], [-0.03, 0.01, 0.02], [0.00, 0.01, 0.00], [0.02, -0.01, 0.00], [-0.02, -0.07, -0.04], [0.01, 0.00, -0.02], [-0.02, -0.03, -0.01], [0.02, 0.01, -0.04], [0.04, 0.05, 0.04], [0.00, 0.02, 0.12], [0.00, 0.00, 0.00], [-0.02, -0.02, -0.02], [0.00, 0.02, 0.02], [0.02, -0.01, 0.00], [-0.02, 0.00, 0.00], [0.00, -0.01, 0.00], [0.00, 0.00, 0.00], [0.01, 0.01, 0.00], [-0.01, 0.02, 0.01], [-0.34, 0.08, 0.39], [0.19, -0.22, -0.03], [-0.23, 0.16, 0.04], [0.02, -0.01, 0.05], [0.00, -0.01, -0.02], [0.05, 0.02, 0.01], [-0.16, 0.05, -0.08], [0.07, 0.16, -0.19], [-0.01, -0.03, 0.00], [0.04, -0.01, 0.01], [0.02, 0.00, 0.00], [-0.01, 0.00, 0.00], [0.00, -0.03, -0.01], [-0.02, 0.02, 0.02], [-0.02, 0.07, 0.11], [-0.12, -0.12, -0.02], [0.29, 0.13, -0.02], [-0.07, 0.02, -0.07], [-0.05, -0.11, 0.09], [0.08, -0.02, 0.01], [-0.21, -0.05, 0.15], [0.12, -0.23, 0.12], [0.11, -0.23, -0.38], [-0.03, -0.02, -0.16], [0.00, 0.04, 0.03], [-0.02, 0.08, 0.08], [-0.05, -0.03, -0.07], [0.05, -0.01, 0.04], [0.02, 0.00, 0.02], [-0.03, -0.02, -0.03], [0.05, 0.00, -0.04], [0.01, -0.03, 0.00]]}

Record 3
{"formula": "C21H21N3O3", "method": "the ωB97M-V functional and the def2-TZVPD basis", "total_charge": 0, "lumo_ha": -0.0292, "de_lowest_kcal_mol": 115.5, "e_homo_ev": -7.76, "elements": ["C", "O", "C", "C", "C", "C", "C", "C", "C", "N", "O", "C", "C", "N", "C", "C", "C", "C", "C", "O", "N", "C", "C", "C", "C", "C", "C", "H", "H", "H", "H", "H", "H", "H", "H", "H", "H", "H", "H", "H", "H", "H", "H", "H", "H", "H", "H", "H"], "xyz": [[-2.5835, 3.9027, 1.2858], [-3.2845, 2.8239, 1.9536], [-2.9072, 1.5417, 1.6864], [-3.8487, 0.5414, 1.9688], [-3.5636, -0.7641, 1.6180], [-2.3594, -1.0825, 0.9741], [-1.3671, -0.0753, 0.7636], [-1.6768, 1.2398, 1.0898], [-0.1740, -0.8217, 0.2179], [1.0510, -0.4227, -0.0611], [1.4262, 0.9232, 0.1690], [2.7016, 1.1267, -0.4501], [3.3644, 2.3817, 0.1624], [2.8067, 3.6567, -0.2770], [1.5323, 4.1454, 0.2655], [3.1296, 4.1413, -1.6357], [-0.6089, -2.2175, 0.0484], [-1.8856, -2.3606, 0.4989], [-2.6338, -3.6025, 0.3107], [-3.7672, -3.7835, 0.7180], [-1.9760, -4.6858, -0.2252], [-0.6807, -4.6345, -0.7180], [-0.1334, -5.7174, -1.3106], [1.1472, -5.5867, -1.8813], [1.8874, -4.4028, -1.7839], [1.3297, -3.3154, -1.1356], [0.0396, -3.4084, -0.6460], [-1.5300, 3.9963, 1.5995], [-3.0657, 4.8564, 1.5756], [-2.6085, 3.7983, 0.2077], [-4.7763, 0.7593, 2.4507], [-4.2806, -1.5227, 1.8638], [-0.9286, 1.9914, 1.0033], [2.6170, 1.2692, -1.5355], [3.3385, 0.2558, -0.2759], [4.4528, 2.3843, -0.0583], [3.2671, 2.2911, 1.2651], [1.4097, 5.2495, 0.1089], [0.6857, 3.5965, -0.1417], [1.5497, 3.9937, 1.3434], [3.4006, 5.1609, -1.5171], [2.2875, 4.0522, -2.3106], [4.0098, 3.6730, -1.9940], [-2.4757, -5.5647, -0.1848], [-0.7033, -6.6346, -1.4056], [1.6136, -6.4144, -2.3788], [2.8525, -4.3137, -2.2802], [1.9189, -2.4205, -0.9423]], "forces_ev_per_a": [[0.03, 0.15, 0.92], [0.41, 0.92, -0.23], [-0.30, 0.02, -0.57], [1.09, 0.11, -0.35], [0.61, -0.09, -0.30], [-0.68, 1.33, 0.79], [-1.06, -1.35, 0.24], [0.33, -0.59, 0.39], [1.87, 2.65, -0.05], [-1.20, -0.42, 0.27], [-1.25, -1.35, -0.23], [0.88, 0.42, 0.09], [-0.76, 0.15, 0.09], [0.29, 0.50, -0.05], [1.03, 0.05, -0.05], [-0.85, -0.46, 1.94], [0.21, -2.77, -1.25], [1.09, -0.05, -0.99], [-0.45, -0.84, 1.11], [-0.64, 0.48, 0.05], [0.76, 0.78, -0.07], [-0.68, 1.93, 0.57], [1.79, -0.95, -1.33], [-0.13, 0.26, 0.43], [-0.40, -0.40, -0.35], [0.47, -0.19, 0.04], [-0.64, 1.76, 1.47], [-0.32, -0.28, 0.02], [-0.02, -0.76, -0.10], [-0.13, -0.20, -0.25], [-0.36, 0.37, 0.19], [-0.12, -0.39, -0.15], [0.37, 0.50, -0.27], [-0.31, -0.12, 0.13], [-0.15, -0.06, 0.08], [-0.61, -0.15, -0.04], [0.04, 0.19, -0.50], [0.19, -0.97, -0.14], [-0.44, 0.08, -0.17], [-0.10, -0.07, 0.13], [0.00, 1.25, -0.23], [-0.11, -0.16, -0.47], [0.66, -0.82, -0.53], [0.00, 0.22, -0.10], [0.13, -0.03, 0.03], [-0.06, -0.40, -0.20], [-0.12, -0.16, 0.31], [-0.35, -0.11, -0.30]]}

| no. | total energy (eV) |
| --- | --- |
| 1 | -33250.4088 |
| 2 | -138563.5490 |
| 3 | -32728.2904 |